{"formula": "CH4CsO", "method": "wB97M-V/def2-TZVPD", "elements": ["Cs", "C", "O", "H", "H", "H", "H"], "xyz": [[-2.10, 1.42, 2.50], [0.59, -0.46, -0.60], [0.00, 0.25, 0.51], [0.70, 0.17, -1.47], [1.57, -0.77, -0.26], [0.00, -1.34, -0.84], [-0.76, 0.73, 0.16]], "lowdin_charge": [1.0972, -0.1054, -0.2437, 0.0893, 0.0895, 0.0860, -0.0128], "lumo_energy_ev": -3.98, "homo_ha": -0.5339, "charge": 1}